# C31H52F17N7O3P2S

3 unconnected molecules or ions with the total composition C31H52F17N7O3P2S in a non-equilibrium geometry (ωB97M-V/def2-TZVPD, the Open Molecules 2025 dataset).

Cartesian coordinates (Å):
F (-5.90764, 1.68346, -0.60096)
H (-1.39265, -5.33646, 0.34435)
H (2.15858, 1.46041, 0.30732)
H (7.28315, 1.35325, -3.38724)
C (-4.53863, -0.27897, -0.92224)
C (1.10320, 6.07572, 2.71779)
O (4.38860, -0.26982, 0.28947)
C (6.39112, 1.78192, 1.21184)
H (-0.75982, 3.33244, 3.14475)
C (-0.87192, -1.67196, 0.72680)
H (-0.10512, -8.14714, 3.85090)
H (6.43069, 0.73920, 1.53162)
H (1.28245, 1.60746, -1.22342)
H (5.63070, 2.91090, -3.70576)
C (6.64320, 0.77449, -2.71870)
H (5.83951, 3.87462, -0.43586)
C (0.88609, -0.76074, 2.31004)
F (-4.74950, -5.36614, 1.83095)
H (-3.29903, 6.60554, 1.31897)
C (-5.14488, -1.35926, 0.01291)
C (-4.24326, -6.04987, -0.33671)
C (5.04213, 3.45427, 0.19494)
H (1.00117, 7.55132, -1.06833)
C (1.03543, -3.30764, -0.50614)
H (-1.64444, -1.06510, 1.18918)
H (1.95860, -0.57207, 2.17791)
F (-2.93604, -7.86816, -0.98029)
F (-3.83068, 1.95893, -1.08308)
H (1.22183, 5.66743, -2.34438)
H (7.30582, 1.99670, 0.63822)
H (2.42802, -2.43776, 0.83358)
S (0.67963, -8.45779, 2.79600)
H (0.84445, 4.07643, -1.71056)
H (4.24919, 3.11541, -2.65695)
F (-6.71111, -4.61668, -0.29865)
H (-0.67089, -6.65211, 2.01017)
P (-0.17989, 4.57161, 0.78455)
H (-1.69617, 7.06591, 1.83710)
C (-1.62235, -5.95966, -0.52868)
H (-0.21730, 4.45529, 4.38520)
C (-0.28628, -3.34930, -0.94242)
C (2.25276, 1.75362, -0.74380)
C (-4.69008, 1.18699, -0.39422)
H (1.79775, -3.92519, -0.97722)
C (-0.64465, -4.31200, -2.05606)
N (0.47576, 5.66149, -0.36962)
C (0.25297, 7.08841, -0.42039)
N (3.28817, 1.00512, -1.45215)
H (-0.39181, -7.41600, -1.63709)
C (0.01299, 4.06822, 3.38958)
F (-6.45252, -2.54446, -1.47940)
H (0.54396, -6.29808, -0.67380)
C (-5.36039, -2.73058, -0.69949)
O (0.97903, 3.59521, 0.83385)
F (-2.84103, -7.25246, 1.09457)
C (1.38158, -2.45692, 0.53307)
H (6.39585, 2.39126, 2.11731)
H (-1.85277, -5.85177, -2.51284)
C (-4.47789, -4.84293, 0.61463)
C (-5.70385, -3.92635, 0.26064)
P (4.84292, 0.78616, -0.70363)
H (0.97383, 3.54421, 3.42713)
C (-2.82745, 4.25146, 0.40944)
F (-3.22092, -0.45900, -1.13223)
H (7.29529, 0.32022, -1.96506)
C (-2.87138, -6.77049, -0.16671)
H (-3.78424, 4.69386, 0.12453)
C (0.51380, 5.11679, -1.72213)
H (1.23510, 6.16781, 3.79764)
H (-0.94565, -3.70226, -2.92250)
H (0.97546, -6.53082, 1.41483)
N (-1.81738, 5.29088, 0.69460)
F (-5.11731, -0.27935, -2.14323)
F (-6.32456, -0.87211, 0.44995)
F (-4.37725, 1.29725, 0.90066)
H (-2.53352, 5.73441, 2.65703)
C (0.44571, -1.65228, 1.15579)
H (0.33349, 0.18158, 2.26105)
O (-0.24191, -7.85836, 0.36230)
H (3.50649, -0.86940, -2.40573)
F (-5.19146, -6.96840, -0.00420)
C (-1.19584, -2.52286, -0.31637)
N (5.64023, 1.63830, -2.06371)
F (-4.33835, -1.46438, 1.08882)
F (-3.39886, -4.05163, 0.77774)
H (0.37310, 7.56318, 0.55057)
H (0.87594, 7.08527, 2.37172)
N (5.19225, 2.03450, 0.42076)
C (-0.38189, -6.89565, -0.67138)
H (4.08324, 3.70531, -0.25224)
C (0.14508, -7.23713, 1.56544)
H (1.95819, -0.08145, -2.67663)
H (-2.98483, 3.59320, 1.27142)
H (-2.49647, 3.63827, -0.43012)
H (5.06564, 3.97972, 1.15236)
H (2.30582, -0.84471, -1.10964)
H (-0.73898, 7.35385, -0.81462)
H (2.05849, 5.75780, 2.28439)
H (6.17366, -0.03343, -3.29209)
F (-4.33972, -2.98025, -1.53243)
N (-1.79163, -5.18294, -1.74813)
F (-6.19799, -3.47202, 1.43114)
H (0.76946, -1.24837, 3.28315)
C (4.90913, 2.36634, -3.08757)
H (-0.47708, 5.15325, -2.19987)
C (2.73268, -0.25975, -1.92562)
N (0.01306, 5.15756, 2.41570)
H (-2.23057, -2.57309, -0.64247)
F (-4.52698, -5.72933, -1.61332)
H (0.25771, -4.84171, -2.39709)
H (4.32430, 1.71580, -3.74404)
C (-2.34817, 6.20837, 1.68895)
H (2.43608, 2.82766, -0.79421)

Summary:
- LUMO level: -0.33 eV
- E_HOMO: -7.912 eV
- SMILES: Cc1ccc(CN[C@H](COCS)C(F)(F)C(F)(F)C(F)(F)C(F)(F)C(F)(F)C(F)(F)C(F)(F)C(F)(F)F)cc1.CN(C)P(=O)(N(C)C)N(C)C.CN(C)P(=O)(N(C)C)N(C)C
- Electronic energy: -4599.9101 hartree